This record from the OMol25 dataset describes a 2-piece molecular cluster, C4H12 overall. The level of theory is ωB97M-V/def2-TZVPD.

Structure (XYZ):
```
16
Properties=species:S:1:pos:R:3:lowdin_charge:R:1
C -0.40348 -2.12910 -0.96322 -0.159
C -1.00560 -0.97349 -1.76669 -0.181
H 0.65844 -1.97924 -0.75724 0.059
H -0.93521 -2.08625 -0.02195 0.055
H -0.47873 -3.09762 -1.44090 0.058
H -0.98481 -0.00435 -1.28277 0.045
H -2.05344 -1.14582 -2.08095 0.064
H -0.69927 -0.90759 -2.81730 0.058
C 0.01067 1.67373 1.49439 -0.182
C 1.48069 1.32238 1.34840 -0.172
H -0.29298 1.74493 2.54210 0.061
H -0.18320 2.60865 0.97039 0.064
H -0.73624 0.97557 1.09824 0.047
H 2.05570 2.24844 1.47886 0.062
H 1.66948 1.23702 0.26760 0.061
H 1.89799 0.51275 1.93104 0.060
```

Results
Total energy in eV: -4342.0218
Kohn-Sham gap in eV: 12.5
ΔE to the lowest compared entry with this formula, charge and spin in kcal per mole: 11.7

This record from the OMol25 dataset describes an isolated ion of composition C3H6N and charge +1. The level of theory is ωB97M-V/def2-TZVPD.

Structure (XYZ):
```
10
Properties=species:S:1:pos:R:3:lowdin_charge:R:1
C -1.84176 -1.56010 1.07011 0.100
C -1.31677 -0.56262 0.70743 -0.024
C -0.37791 0.71016 -0.06949 -0.072
N 0.92115 0.05610 -0.35591 0.117
H -2.56131 -2.22217 1.32811 0.017
H -0.37257 1.61941 0.55407 0.129
H -0.81214 0.82460 -1.09062 0.130
H 0.95825 -0.63817 -1.19802 0.222
H 1.26882 -0.51605 0.42886 0.173
H 1.50251 0.87796 -0.74797 0.210
```

Results
Total energy in eV: -4687.7092
Net charge: +1
Kohn-Sham gap in eV: 10.7
ΔE to the lowest compared entry with this formula, charge and spin in kcal per mole: 55.5

This record from the OMol25 dataset describes one molecule with the formula C20H17N5O5. The level of theory is ωB97M-V/def2-TZVPD.

Structure (XYZ):
```
47
Properties=species:S:1:pos:R:3:lowdin_charge:R:1
C -1.46281 3.15043 -3.95153 -0.028
H -0.45154 3.27519 -4.34178 0.103
H -2.07074 2.56426 -4.63552 0.096
H -1.90624 4.13285 -3.77864 0.096
O -1.40618 2.41226 -2.73576 -0.023
C -0.88103 3.05586 -1.69486 -0.489
O -0.67095 4.23620 -1.62361 0.147
C -0.80853 2.13521 -0.49415 -0.063
C 0.20145 1.23735 -0.35978 -0.039
C 1.27668 1.33782 -1.34769 -0.275
O 1.21380 2.18512 -2.22812 0.110
C 2.48050 0.48177 -1.20820 -0.141
C 3.72274 1.10761 -1.30019 -0.010
C 4.88577 0.37012 -1.18735 -0.070
C 4.82067 -1.00231 -1.00849 -0.078
C 3.58909 -1.63363 -0.95063 -0.066
C 2.42043 -0.89911 -1.04565 -0.021
H 1.46681 -1.40302 -1.02719 0.105
H 3.53530 -2.70576 -0.83351 0.106
H 5.72878 -1.58056 -0.92518 0.104
H 5.84374 0.86445 -1.24636 0.105
H 3.75753 2.17609 -1.45128 0.121
C 0.21023 0.26296 0.79473 -0.152
N -0.57733 0.85763 1.85301 -0.002
C -1.56869 1.76238 1.67776 -0.321
N -2.15141 1.97774 2.83571 0.074
N -1.50933 1.19862 3.70064 -0.045
N -0.58721 0.53142 3.14815 0.048
N -1.77841 2.31792 0.45058 0.205
H -2.44689 3.06924 0.36853 0.175
C -0.42940 -1.07807 0.46595 -0.196
C -1.16634 -1.28894 -0.68620 -0.029
C -1.77065 -2.51656 -0.90641 0.012
C -1.66497 -3.52930 0.03034 -0.243
C -0.93473 -3.30754 1.21445 -0.192
C -0.31814 -2.08909 1.41882 0.033
H 0.23852 -1.89236 2.32123 0.107
O -0.90942 -4.36993 2.08067 -0.089
C -0.26908 -4.19678 3.32308 -0.070
H -0.42009 -5.12970 3.86348 0.096
H -0.71154 -3.37117 3.88752 0.102
H 0.80312 -4.01996 3.19638 0.099
O -2.26489 -4.72300 -0.18835 0.085
H -2.09771 -5.28938 0.57805 0.109
H -2.33958 -2.70143 -1.80265 0.122
H -1.26452 -0.50784 -1.42457 0.117
H 1.22645 0.10484 1.17723 0.163
```

Results
Total energy in eV: -38702.4008
Kohn-Sham gap in eV: 8.2
ΔE to the lowest compared entry with this formula, charge and spin in kcal per mole: 47.9

This record from the OMol25 dataset describes one molecule with the formula C17H18O5. The level of theory is ωB97M-V/def2-TZVPD.

Structure (XYZ):
```
40
Properties=species:S:1:pos:R:3:lowdin_charge:R:1
O -5.01326 2.16460 3.73998 0.053
O 3.77529 -1.74337 -2.22016 0.102
O -3.12786 0.08028 1.45119 0.086
O -2.49857 -2.10574 0.46156 0.092
O 4.47797 -0.87659 -0.34150 0.001
C -4.31424 1.86170 2.78003 -0.393
C 3.68682 -0.93205 -1.31548 -0.530
C -3.27610 -1.23256 1.19709 -0.316
C -4.14438 -1.77194 2.04591 0.018
C -4.81622 -0.66337 2.74727 0.064
C -4.13585 0.47399 2.33493 -0.166
C -0.58696 -2.06853 -1.04865 -0.020
C -0.45541 -0.75156 0.86332 0.026
C 0.62007 -1.61442 -1.48440 -0.039
C 0.73324 -0.18518 0.34235 -0.034
C -1.29249 -1.56275 0.02669 -0.199
C 1.29176 -0.58970 -0.83283 -0.202
C 5.86979 -1.02236 -0.55704 -0.032
C -3.44081 3.04595 2.29886 -0.019
C 1.15501 1.77820 -2.61424 -0.099
C 2.58515 0.16771 -1.28444 -0.155
C 2.39966 0.90056 -2.65411 -0.216
H -4.44801 -2.81050 2.04383 0.121
H -5.74265 -0.70031 3.33745 0.129
H -0.97091 -2.80164 -1.75367 0.124
H -0.64193 -0.52291 1.88008 0.106
H 0.99406 -2.05074 -2.42129 0.131
H 1.30809 0.47720 1.04519 0.135
H 6.02874 -1.39375 -1.63413 0.122
H 6.38110 -1.65401 0.19738 0.097
H 6.34883 -0.02395 -0.43546 0.097
H -2.79944 3.44302 3.13278 0.093
H -4.25370 3.76453 1.96854 0.097
H -2.76450 2.72868 1.39502 0.099
H 0.35357 0.99422 -2.72396 0.087
H 1.08313 2.39044 -3.54952 0.082
H 1.22025 2.37662 -1.66578 0.095
H 2.87198 0.90765 -0.52582 0.138
H 2.26836 0.05166 -3.37472 0.125
H 3.27046 1.47094 -2.85226 0.096
```

Results
Total energy in eV: -28155.2164
Kohn-Sham gap in eV: 8.8
ΔE to the lowest compared entry with this formula, charge and spin in kcal per mole: 106.3

> Among the records above, which one has the highest Kohn-Sham gap?

C4H12

> Among the records above, which one has the lowest ΔE to the lowest compared entry with this formula, charge and spin?

C4H12